[1]
{"formula": "CH3FO2", "method": "ωB97M-V with the def2-TZVPD basis set", "elements": ["C", "O", "O", "F", "H", "H", "H"], "xyz": [[-0.3552, -0.5604, 0.1207], [0.9806, 1.2574, -0.6661], [-0.0110, 0.2338, -0.9188], [-1.3341, 0.3231, 0.9823], [-0.9578, -1.4860, -0.3942], [0.4487, -0.9810, 0.8238], [0.6533, 2.1028, -1.1333]], "atomic_forces_ev_per_a": [[-1.885, 0.015, 1.054], [-0.166, 0.864, 0.130], [-0.006, -0.058, -1.108], [2.038, -2.464, -1.467], [1.196, 2.623, 1.410], [-1.126, 1.225, -0.917], [-0.050, -2.205, 0.898]], "multiplicity": 1, "lumo_energy_ha": 0.024, "total_charge": 0, "energy_ev": -7894.1234, "orbital_gap_ev": 11.6, "molar_mass_g_mol": 66.03, "smiles": "OOCF"}

=====

[2]
{"formula": "CH3FO2", "method": "ωB97M-V with the def2-TZVPD basis set", "elements": ["C", "O", "O", "F", "H", "H", "H"], "xyz": [[0.4410, 0.4053, -0.0892], [-1.5237, -0.8415, 0.0596], [-0.6644, -0.0079, -0.7504], [1.5483, -0.7892, -0.1697], [0.9065, 1.1733, -0.5525], [0.4003, 0.5868, 0.9936], [-1.0074, -1.4713, 0.5616]], "atomic_forces_ev_per_a": [[1.743, -4.227, 0.643], [-8.158, -7.225, 5.621], [7.247, 7.911, -5.785], [-2.443, 2.411, 0.253], [1.660, 2.280, -1.684], [-0.622, -0.472, -0.248], [0.572, -0.678, 1.200]], "s2": 2.0096, "multiplicity": 3, "lumo_energy_ha": [0.031, -0.104], "total_charge": 0, "energy_ev": -7889.6926, "orbital_gap_ev": [7.7, 9.2], "molar_mass_g_mol": 66.03}

=====

[3]
{"formula": "CH3FO2S", "method": "ωB97M-V with the def2-TZVPD basis set", "elements": ["C", "O", "O", "F", "S", "H", "H", "H"], "xyz": [[0.1646, 0.1505, -0.1454], [0.0876, 2.7131, 0.7844], [1.9267, 1.2791, 1.6250], [-0.5399, 1.0185, 2.8161], [0.6102, 1.4577, 1.1151], [-0.7363, -0.3369, 0.4402], [-0.0048, 0.4297, -1.1588], [0.9955, -0.5630, -0.0192]], "atomic_forces_ev_per_a": [[-0.904, -1.812, 4.274], [-0.661, 0.929, -0.433], [-0.618, -0.343, -0.272], [1.996, 0.338, -3.513], [-0.732, -1.303, 2.215], [1.458, 0.944, -1.656], [-0.250, 0.881, -0.354], [-0.289, 0.366, -0.261]], "multiplicity": 1, "lumo_energy_ha": -0.047, "total_charge": 0, "energy_ev": -18730.8987, "orbital_gap_ev": 11.0, "molar_mass_g_mol": 98.10}

=====

[4]
{"formula": "CH3FO3P", "method": "ωB97M-V with the def2-TZVPD basis set", "elements": ["C", "O", "O", "O", "F", "P", "H", "H", "H"], "xyz": [[0.3307, -0.1097, -0.9338], [1.4904, -1.2879, 1.3421], [2.2167, -2.1979, -0.9855], [3.4508, 0.9562, -0.2652], [3.0573, 1.3582, 1.0280], [1.6271, -1.1724, -0.1077], [-0.5980, -0.5195, -0.5020], [0.4546, 0.8684, -0.5286], [0.4217, 0.0646, -1.9134]], "atomic_forces_ev_per_a": [[0.441, -1.069, 4.911], [-0.302, 0.399, 0.144], [-0.159, 0.426, -0.087], [-0.677, -1.672, -1.485], [-0.389, 0.750, 1.584], [0.640, 0.678, -1.239], [0.092, 0.160, -0.789], [0.173, 0.734, 0.868], [0.181, -0.405, -3.907]], "multiplicity": 1, "lumo_energy_ha": 0.142, "total_charge": -1, "energy_ev": -19233.0905, "orbital_gap_ev": 7.7, "molar_mass_g_mol": 113.00}

=====

[5]
{"formula": "CH3FOS", "method": "ωB97M-V with the def2-TZVPD basis set", "elements": ["C", "O", "F", "S", "H", "H", "H"], "xyz": [[-0.2306, 0.2261, 0.5083], [0.5267, -1.4933, 3.2908], [1.8020, 0.5553, 2.5741], [1.8922, -0.9637, 3.2693], [0.7551, -0.0102, 0.7338], [-0.5654, 1.1983, 0.7417], [-1.1801, -0.4029, 0.3818]], "atomic_forces_ev_per_a": [[-3.699, -0.582, -0.535], [1.021, 0.286, 0.074], [0.340, -1.230, 0.823], [-1.165, 0.960, -0.598], [1.136, -0.911, 0.001], [0.152, 1.258, 0.162], [2.215, 0.218, 0.072]], "multiplicity": 1, "lumo_energy_ha": [0.010, -0.060], "total_charge": 0, "energy_ev": -16682.2411, "orbital_gap_ev": [10.0, 7.1], "molar_mass_g_mol": 82.10}

=====

[6]
{"formula": "CH3FOS", "method": "ωB97M-V with the def2-TZVPD basis set", "elements": ["C", "O", "F", "S", "H", "H", "H"], "xyz": [[-0.1524, -0.6499, -0.6505], [-0.3170, 1.8749, -0.2196], [-0.0265, 2.1330, 2.3319], [-0.8001, 0.7684, -1.1117], [-0.2110, -1.4220, -1.3611], [-0.1485, 2.1128, 1.2896], [0.2757, -0.8026, 0.2872]], "atomic_forces_ev_per_a": [[-1.429, 1.969, -1.217], [-0.962, -0.415, -0.656], [-0.388, -0.044, -3.207], [1.816, -0.337, 1.169], [-0.404, -1.048, -0.653], [0.399, -0.108, 3.252], [0.968, -0.017, 1.313]], "multiplicity": 1, "lumo_energy_ha": -0.047, "total_charge": 0, "energy_ev": -16684.3125, "orbital_gap_ev": 9.5, "molar_mass_g_mol": 82.10}

=====

Q: Number 5 is which compound?
A: CH3FOS

=====

Q: The highest multiplicity belongs to which entry?
A: number 2